Computed, not measured: C5H7N in the gas phase, with the ωB97M-V functional and the def2-TZVPD basis.

Last column: natural (NBO) charge in e.
Element x y z (Å)
C: 1.40 -0.05 0.82  -0.438
C: 0.70 0.74 -0.27  -0.231
C: 0.58 -0.77 -0.17  -0.046
C: -1.43 -0.13 -1.21  -0.435
N: -0.86 -0.63 0.13  -0.422
C: -0.82 0.81 -0.19  -0.100
H: 2.47 -0.16 0.64  0.234
H: 1.11 -0.09 1.87  0.213
H: 1.25 1.32 -1.00  0.227
H: 0.87 -1.49 -0.93  0.241
H: -2.51 -0.17 -1.10  0.143
H: -1.38 -0.90 0.97  0.416
H: -1.36 1.54 0.41  0.198

relative energy (zero: lowest compared OMol25 entry of this formula, charge and spin): 127.3 kcal/mol
LUMO level: 0.0335 hartree
HOMO level: -0.2630 Eh
net charge: 0
spin multiplicity: 1
HOMO-LUMO gap: 8.07 eV
electronic energy: -249.2703 hartree

=====

Computed, not measured: C5H7N in the gas phase in a non-equilibrium geometry, with the ωB97M-V functional and the def2-TZVPD basis.

Last column: natural (NBO) charge in e.
Element x y z (Å)
C: 1.20 -0.27 0.49  -0.475
C: 0.68 0.99 -0.17  -0.169
C: 0.35 -0.84 -0.55  -0.094
C: -1.09 -0.37 -0.40  -0.194
N: -1.69 -0.71 0.83  -0.529
C: -0.71 1.05 -0.29  -0.140
H: 2.27 -0.44 0.34  0.227
H: 0.93 -0.39 1.55  0.204
H: 1.36 1.80 -0.41  0.224
H: 0.74 -1.51 -1.32  0.223
H: -1.71 -0.62 -1.26  0.203
H: -0.98 -0.63 1.55  0.295
H: -1.33 1.93 -0.41  0.225

relative energy (zero: lowest compared OMol25 entry of this formula, charge and spin): 127.9 kcal/mol
LUMO level (spin up / spin down): 0.0105 / 0.0061 hartree
HOMO level (spin up / spin down): -0.3240 / -0.2603 Eh
net charge: 0
spin multiplicity: 1
HOMO-LUMO gap (spin up / spin down): 9.10 / 7.25 eV
electronic energy: -249.2694 hartree

=====

Question: spin multiplicity of number 2 (C5H7N)?
Answer: 1

=====

Question: Which value of electronic energy does entry 2 give?
Answer: -249.2694 hartree

=====

Question: electronic energy of number 2 (C5H7N)?
Answer: -249.2694 hartree